ORCA calculation (ωB97M-V/def2-TZVPD) on an isolated molecule of C17H31F3O.

Positions of all 52 atoms, in Å:
1 C 2.2926 2.2197 5.8887
2 H 2.5979 2.8609 5.0658
3 C 0.9955 1.4882 5.5633
4 C -0.2065 2.4242 5.4236
5 C -0.1332 3.3939 4.2430
6 C -0.1649 2.7393 2.8598
7 C -1.4887 2.0300 2.5382
8 C -1.4309 0.5061 2.6746
9 C -0.6368 -0.1851 1.5640
10 C -1.3771 -0.2240 0.2290
11 C -0.5679 -0.9459 -0.8457
12 C -1.3099 -1.0099 -2.1781
13 C -0.4904 -1.7263 -3.2493
14 C -1.2326 -1.7923 -4.5804
15 C -0.4591 -2.5146 -5.6827
16 C 0.7447 -1.7105 -6.2021
17 C 1.9512 -1.7075 -5.3211
18 O 2.5435 -0.7453 -4.9249
19 C 2.5193 -3.1283 -4.9909
20 F 3.8305 -3.0801 -4.7581
21 F 1.9434 -3.6728 -3.9097
22 F 2.3302 -3.9918 -6.0032
23 H 0.4539 -0.6734 -6.3791
24 H 1.0664 -2.1502 -7.1518
25 H -0.1405 -3.4950 -5.3279
26 H -1.1295 -2.6753 -6.5291
27 H -2.1768 -2.3201 -4.4279
28 H -1.4736 -0.7800 -4.9130
29 H 0.4555 -1.1972 -3.3769
30 H -0.2621 -2.7384 -2.9092
31 H -2.2594 -1.5324 -2.0390
32 H -1.5370 0.0045 -2.5146
33 H -0.3442 -1.9612 -0.5099
34 H 0.3841 -0.4296 -0.9887
35 H -2.3350 -0.7329 0.3629
36 H -1.5872 0.7925 -0.1088
37 H -0.4246 -1.2121 1.8721
38 H 0.3217 0.3187 1.4257
39 H -0.9868 0.2497 3.6374
40 H -2.4505 0.1118 2.6692
41 H -1.7951 2.2751 1.5202
42 H -2.2666 2.4126 3.2027
43 H 0.6637 2.0368 2.7720
44 H 0.0070 3.5274 2.1228
45 H -0.9765 4.0861 4.3177
46 H 0.7781 3.9895 4.3259
47 H -0.2936 3.0113 6.3420
48 H -1.1144 1.8243 5.3363
49 H 1.1282 0.9109 4.6469
50 H 0.7818 0.7783 6.3668
51 H 3.0921 1.5054 6.0734
52 H 2.1706 2.8348 6.7780

The value obtained for the LUMO energy is 0.6 eV. The HOMO energy is -0.3852 Ha. The HOMO-LUMO gap comes out at 11.04 eV. The value obtained for the largest force on an atom is 0.620 eV/Å. The value obtained for the total energy is -28332.7806 eV. Its spin multiplicity is 1. The energy relative to the best compared isomer or geometry (same formula, charge and spin) comes out at 0.235 eV. Its SMILES is CCCCCCCCCCCCCCCC(=O)C(F)(F)F.